The following is a quantum chemistry calculation of 11 unconnected molecules or ions with the total composition C42H110Cl2N6O16 in a non-equilibrium geometry, from the Open Molecules 2025 dataset.

Results
**E_LUMO**: -0.02 eV
**Frontier orbital gap**: 8.53 eV
**SMILES**: COCCNCCOC.COCCNCCOC.COCCNCCOC.COCCNCCOC.COCCNCCOC.COCCNCCOC.ClCCCl.CO.CO.CO.CO
**Charge**: 0
**HOMO**: -8.552 eV
**E**: -112068.5710 eV

XYZ file:
```
176
Properties=species:S:1:pos:R:3:forces:R:3:lowdin_charge:R:1
C 4.06324 3.85831 5.66713 -0.50 0.24 0.34 -0.124
O 5.01770 4.80302 5.28037 0.71 0.58 -0.38 -0.199
C 6.19414 4.88409 6.10736 -1.43 -0.38 0.14 -0.205
C 7.15715 5.95782 5.66373 0.96 -0.97 0.46 -0.217
N 7.82450 5.60805 4.45048 1.08 -0.22 -1.28 -0.083
C 7.12707 5.79839 3.21150 -0.18 0.70 -1.01 -0.192
C 7.96742 6.41165 2.02940 -0.83 -1.17 0.29 -0.204
O 8.75859 5.42428 1.36543 0.52 0.57 -0.11 -0.185
C 9.36979 5.97979 0.19609 -0.73 -0.43 -0.42 -0.113
H 4.47739 2.85254 5.73788 -0.04 -0.13 0.05 0.089
H 3.21043 3.87600 4.98853 0.41 -0.12 -0.65 0.077
H 3.55041 4.14706 6.58459 0.42 -0.10 0.69 0.085
H 6.68301 3.91083 6.15074 0.29 -0.16 -0.41 0.118
H 5.87789 5.04804 7.13751 -0.13 0.41 0.26 0.118
H 7.96913 5.82964 6.37952 -0.12 0.57 0.57 0.123
H 6.75742 6.97068 5.71297 -0.30 0.12 -0.04 0.123
H 8.74031 6.00266 4.29029 0.09 0.11 0.93 0.109
H 6.31712 6.51173 3.36393 -0.27 0.22 -0.02 0.110
H 6.63672 4.85906 2.95595 0.07 0.05 -0.68 0.115
H 8.58838 7.26939 2.28782 0.27 0.00 0.69 0.115
H 7.23592 6.85331 1.35269 -0.22 -0.23 -0.44 0.111
H 9.76376 6.98522 0.34439 0.04 0.05 0.20 0.083
H 8.63316 5.99300 -0.60722 -0.41 0.49 -0.05 0.081
H 10.13712 5.35490 -0.26086 0.26 -0.31 0.87 0.083
C -6.24808 -10.88041 -1.66070 -0.05 -1.17 -0.59 -0.141
O -5.18426 -10.55031 -0.81667 0.69 0.65 0.94 -0.195
C -5.53463 -10.38520 0.56915 -1.80 0.96 -0.72 -0.172
C -6.30264 -9.04428 0.79138 1.12 0.52 0.01 -0.180
N -5.41590 -7.90169 1.17385 -0.78 -0.27 0.19 -0.053
C -6.01804 -6.59301 0.94915 -0.16 -0.57 -0.30 -0.248
C -5.19300 -5.45057 1.47082 -0.93 1.06 -0.57 -0.209
O -4.20959 -4.88275 0.58644 0.48 -1.39 0.81 -0.206
C -4.67214 -4.17053 -0.55106 0.25 -0.10 1.29 -0.103
H -6.76206 -11.78040 -1.32312 -0.09 -0.25 0.34 0.084
H -5.80539 -11.16255 -2.61596 0.09 0.18 -0.05 0.088
H -7.04628 -10.17071 -1.87817 0.27 0.73 0.41 0.079
H -4.70382 -10.45152 1.27162 0.42 0.05 -0.62 0.123
H -6.22416 -11.19359 0.81237 -0.09 -0.20 0.18 0.106
H -7.08431 -9.18571 1.53776 0.25 0.08 0.49 0.110
H -6.87383 -8.75236 -0.08989 0.06 -0.31 -0.54 0.095
H -4.51096 -7.89249 0.72541 0.07 -0.55 -0.27 0.107
H -7.00331 -6.52949 1.41100 0.03 -0.28 0.52 0.120
H -6.27190 -6.38081 -0.08942 0.14 -0.18 -0.64 0.104
H -4.81747 -5.74316 2.45136 0.83 0.24 -0.30 0.127
H -5.94267 -4.67975 1.64954 -0.01 0.53 0.22 0.108
H -5.22452 -4.79900 -1.24963 -0.05 0.11 -0.10 0.077
H -3.76174 -3.76680 -0.99410 -0.21 -0.06 -0.26 0.088
H -5.26701 -3.34801 -0.15399 -0.41 0.24 -0.49 0.085
C -2.96190 5.02681 -8.58836 0.08 0.96 -0.16 -0.145
O -2.04189 4.13381 -8.04709 0.49 -0.50 0.87 -0.211
C -2.40479 3.31684 -6.87289 -0.89 0.99 -2.61 -0.169
C -1.17378 2.49524 -6.65205 0.05 0.15 -1.15 -0.245
N -1.31541 1.57864 -5.56174 0.26 0.44 0.77 -0.067
C -0.09199 0.90340 -5.15815 -0.54 -0.91 -0.26 -0.185
C 0.33163 -0.20779 -6.14142 -0.47 -0.20 -0.25 -0.186
O -0.59737 -1.30536 -6.14952 -1.21 2.43 1.82 -0.192
C -0.25672 -2.31713 -6.97595 1.30 -1.41 -0.76 -0.167
H -3.76000 4.58575 -9.18553 -0.32 -0.37 0.37 0.083
H -2.45291 5.69382 -9.28415 0.52 -0.33 -0.21 0.082
H -3.32290 5.76508 -7.87232 -0.56 -0.33 0.48 0.083
H -3.22235 2.69961 -7.24536 -0.29 -0.37 0.36 0.118
H -2.81369 3.93799 -6.07596 0.53 0.04 0.33 0.123
H -0.34472 3.20169 -6.69313 0.34 -0.15 1.05 0.132
H -1.01597 1.92565 -7.56790 -0.07 0.08 -0.52 0.114
H -1.94650 0.86552 -5.89832 -0.26 -0.21 0.30 0.108
H -0.32467 0.47316 -4.18405 0.32 -0.35 0.05 0.112
H 0.72188 1.61027 -4.99681 -0.03 0.07 -0.25 0.119
H 1.34076 -0.54959 -5.91134 0.16 -0.26 0.08 0.119
H 0.30688 0.13014 -7.17742 0.44 0.57 -0.09 0.114
H -0.98658 -3.12575 -6.93670 0.07 0.03 0.37 0.094
H 0.73310 -2.62490 -6.63886 0.24 -0.94 -0.24 0.087
H -0.13919 -2.08366 -8.03414 -0.15 0.60 -0.31 0.086
C 3.64456 5.96512 -4.04630 0.15 -0.30 -0.64 -0.133
O 3.18434 6.55370 -5.24610 -1.06 1.36 0.89 -0.219
C 2.08495 7.52452 -4.96568 1.87 -1.05 0.09 -0.178
C 1.92455 8.31378 -6.23787 0.87 -0.79 -0.49 -0.191
N 3.18010 8.92835 -6.75949 -0.71 0.21 0.68 -0.058
C 3.25838 8.95175 -8.20881 0.88 0.31 0.21 -0.229
C 2.48684 10.10243 -8.87994 0.68 -1.86 1.32 -0.228
O 1.12514 9.71219 -8.96362 -0.26 0.91 -0.63 -0.189
C 0.37842 10.74976 -9.61235 0.35 -0.88 -0.72 -0.102
H 4.10817 6.69445 -3.38204 0.16 0.09 0.04 0.084
H 4.36184 5.21320 -4.37528 0.17 0.04 0.31 0.086
H 2.85726 5.45351 -3.49268 -0.29 -0.03 0.03 0.080
H 2.31056 8.14199 -4.09624 0.45 0.08 0.11 0.115
H 1.25614 6.87799 -4.67727 -0.56 0.40 -0.35 0.119
H 1.14258 9.06579 -6.13240 -0.08 -0.20 -0.28 0.120
H 1.69001 7.49607 -6.91937 -0.81 0.33 -0.60 0.114
H 4.00575 8.44667 -6.43332 -0.30 -0.27 0.36 0.094
H 3.13931 7.96173 -8.64902 -1.15 -0.18 -0.31 0.118
H 4.31759 9.05119 -8.44606 0.25 0.75 0.08 0.111
H 3.05839 10.27038 -9.79274 -0.82 0.29 -0.75 0.117
H 2.59029 10.96610 -8.22308 0.00 0.26 -0.05 0.120
H 0.61535 10.70479 -10.67534 0.52 0.50 -0.23 0.080
H 0.63572 11.71830 -9.18362 -0.31 0.12 -0.04 0.086
H -0.69065 10.54441 -9.66733 -0.01 -0.09 0.98 0.083
C 2.76553 -8.05174 1.87755 1.22 -1.03 0.62 -0.131
O 1.79548 -8.95379 1.41380 -0.51 0.36 -1.13 -0.180
C 0.78871 -8.30909 0.64164 -0.34 -0.37 -1.04 -0.218
C -0.02049 -9.31777 -0.24041 -0.47 0.15 0.59 -0.175
N -1.24493 -8.71065 -0.85275 0.62 -0.48 0.63 -0.068
C -1.06496 -7.66647 -1.86241 -0.29 -0.89 -0.75 -0.198
C -2.25723 -7.63399 -2.87823 0.35 0.73 0.65 -0.212
O -2.21043 -8.56766 -3.94523 0.86 -0.80 0.36 -0.188
C -3.25116 -8.43885 -4.88545 -0.81 0.05 0.81 -0.118
H 3.57348 -8.68970 2.23579 -0.08 -0.12 0.53 0.085
H 2.42330 -7.44456 2.71559 -0.17 0.28 -0.15 0.089
H 3.32820 -7.48357 1.13681 -0.77 0.47 -0.55 0.084
H 1.20186 -7.62182 -0.09665 0.64 0.27 0.07 0.103
H 0.18610 -7.67899 1.29581 -0.57 -0.26 0.06 0.122
H -0.27444 -10.19306 0.35750 -0.68 0.28 0.43 0.109
H 0.60763 -9.82572 -0.97223 0.59 0.65 -0.47 0.109
H -1.83293 -9.44235 -1.22553 0.08 -0.15 0.00 0.097
H -0.15714 -7.79001 -2.45291 0.35 -0.19 -0.14 0.112
H -0.95442 -6.71918 -1.33466 -0.36 0.27 -0.28 0.109
H -2.27658 -6.63104 -3.30462 -0.10 0.27 -0.03 0.114
H -3.16251 -7.77549 -2.28785 -0.37 -0.03 -0.01 0.112
H -4.18778 -8.26116 -4.35700 -0.21 0.76 0.14 0.078
H -3.53863 -9.37393 -5.36617 1.03 -0.25 -0.22 0.085
H -3.04077 -7.65431 -5.61231 -0.10 0.03 -0.08 0.088
C -4.53982 2.08871 6.83179 0.61 -0.68 -0.03 -0.073
O -3.65963 0.94996 7.00354 -0.24 1.60 0.26 -0.189
C -4.36910 -0.21937 7.23752 -1.00 -2.06 0.25 -0.250
C -5.17268 -0.42525 8.57961 1.46 0.71 -0.74 -0.203
N -4.20643 -0.21097 9.66342 -1.00 -0.85 -0.24 -0.073
C -4.85957 -0.13663 10.97203 0.45 -0.33 -0.18 -0.174
C -5.50532 -1.51041 11.45528 0.05 1.78 -0.35 -0.195
O -6.89214 -1.26026 11.45767 -0.85 -0.30 0.34 -0.224
C -7.66429 -2.17865 12.22836 0.50 0.44 -0.31 -0.102
H -3.97194 2.99918 6.64031 0.39 -0.20 0.55 0.085
H -5.14932 2.15796 7.73279 -0.24 0.41 -0.22 0.082
H -5.12990 1.99707 5.91992 -0.44 -0.47 0.09 0.084
H -3.65291 -1.04094 7.22407 0.32 0.17 0.03 0.120
H -5.02877 -0.42856 6.39539 -0.40 0.11 -0.18 0.112
H -5.56972 -1.43935 8.62493 0.19 -0.17 -0.27 0.110
H -6.05800 0.20972 8.61285 -0.13 0.46 0.23 0.103
H -3.62908 0.56817 9.38108 0.05 0.26 0.63 0.099
H -5.64575 0.61804 10.94963 -0.54 -0.15 0.09 0.105
H -4.14920 0.26394 11.69523 0.21 -0.40 0.10 0.107
H -5.18978 -1.73891 12.47328 0.27 -0.13 0.08 0.110
H -5.30302 -2.34901 10.78902 0.44 -0.02 -0.07 0.115
H -7.39880 -2.13827 13.28476 0.04 0.25 0.23 0.080
H -7.48524 -3.21122 11.92864 -0.22 -0.15 -0.33 0.083
H -8.70245 -1.87338 12.09746 0.06 -0.28 0.02 0.089
Cl 2.63855 -0.41806 1.08606 -0.90 -0.03 0.37 0.490
C 0.95102 -0.68144 1.72967 -0.18 0.31 -0.54 -0.648
C 0.82097 -1.96814 2.50043 -0.15 0.16 -0.54 -0.684
Cl 1.94065 -1.91817 3.85868 0.16 -0.45 0.40 0.554
H 0.29845 -0.69463 0.85670 0.09 -0.14 -0.05 0.066
H 0.62058 0.15976 2.33902 0.55 0.10 0.01 0.070
H 0.98922 -2.80766 1.82589 0.40 -0.13 0.35 0.075
H -0.18899 -2.07557 2.89609 0.02 0.17 0.01 0.075
C -3.22503 3.16929 -0.58446 0.83 0.22 0.14 -0.155
O -2.47833 3.91644 -1.55543 -0.44 0.06 0.43 -0.128
H -3.16484 3.68872 0.37193 0.04 0.30 -0.12 0.072
H -4.28516 3.06402 -0.81498 0.06 -0.17 -0.34 0.073
H -2.72941 2.21612 -0.40030 -0.33 -0.30 -0.14 0.071
H -2.16498 3.33455 -2.25172 -0.15 -0.14 -0.01 0.062
C 8.07335 0.53151 3.97607 -0.44 -0.52 -0.12 -0.185
O 9.07631 1.35345 4.49866 0.73 0.17 0.07 -0.113
H 8.49770 -0.46578 3.86013 0.05 -0.01 0.26 0.078
H 7.21327 0.47118 4.64295 -0.13 -0.08 0.11 0.070
H 7.69956 0.77604 2.98179 0.13 0.54 -0.13 0.073
H 8.84098 2.28367 4.52910 -0.36 0.00 -0.20 0.066
C 0.92066 5.98750 1.94591 -0.38 -1.66 -0.21 -0.187
O 1.81473 6.51728 2.86824 0.78 1.27 0.29 -0.109
H 1.02518 6.28659 0.90298 0.31 0.94 0.17 0.074
H 1.09311 4.91626 1.84199 -0.35 -0.35 0.26 0.073
H -0.10014 6.16327 2.28529 -0.11 -0.02 -0.18 0.077
H 2.32118 5.86532 3.35820 -0.21 -0.18 -0.33 0.066
C 5.59835 -4.68713 -2.04436 -1.81 0.37 -1.70 -0.214
O 6.33461 -5.64874 -1.43394 2.15 -1.27 1.89 -0.109
H 5.45159 -3.73731 -1.53015 0.48 -0.32 0.51 0.084
H 6.02739 -4.48703 -3.02618 -0.25 0.42 -0.30 0.077
H 4.62953 -5.17614 -2.14614 -0.75 0.85 -0.59 0.077
H 6.29110 -6.42361 -1.99899 0.15 -0.06 0.19 0.085
```
Forces are in eV/Å.